Record 1
{"formula": "C3H6BrN2O", "method": "ωB97M-V/def2-TZVPD", "elements": ["C", "C", "C", "N", "N", "O", "Br", "H", "H", "H", "H", "H", "H"], "coordinates": [[-0.297, 0.736, -1.039], [-0.686, -0.899, 0.337], [1.610, -0.110, 0.234], [0.261, -0.060, -0.200], [-1.559, 0.426, -1.104], [-1.840, -0.604, -0.315], [-0.607, 0.353, 2.885], [0.302, 1.473, -1.373], [-0.610, -1.579, 1.157], [1.657, -0.178, 1.411], [1.880, -1.048, -0.102], [2.212, 0.569, -0.265], [-2.322, 0.920, -1.626]], "mulliken_charge": [0.13, -0.56, -0.68, 0.08, 0.02, -0.15, -0.33, 0.49, 0.69, 0.23, 0.42, 0.34, 0.31], "largest_force_ev_per_a": 3.67, "homo_lumo_gap_ev": [6.493, 6.920], "homo_ev": [-12.68, -12.83], "relative_energy_kcal_mol": 57.8, "charge": 1}

Record 2
{"formula": "C3H6BrNO2S", "method": "ωB97M-V/def2-TZVPD", "elements": ["C", "C", "C", "N", "O", "O", "S", "Br", "H", "H", "H", "H", "H", "H"], "coordinates": [[1.150, -0.185, 0.362], [0.948, 1.328, 0.496], [-0.183, 0.358, 0.632], [-2.209, -1.075, -0.446], [-2.427, 1.367, -0.101], [-0.854, 0.619, -1.849], [-1.455, 0.420, -0.585], [-0.939, 0.131, 2.325], [1.443, -0.650, -0.574], [1.517, -0.720, 1.309], [1.282, 1.842, 1.316], [0.830, 2.147, -0.366], [-3.299, -1.206, -0.466], [-1.841, -1.677, -1.197]], "mulliken_charge": [-0.50, -0.60, 0.31, -0.54, -0.62, -0.58, 1.04, -0.05, 0.27, 0.23, 0.30, 0.18, 0.29, 0.27], "largest_force_ev_per_a": 4.01, "homo_lumo_gap_ev": 10.725, "homo_ev": -10.22, "relative_energy_kcal_mol": 0.0, "charge": 0}

Record 3
{"formula": "C3H6BrOP", "method": "ωB97M-V/def2-TZVPD", "elements": ["C", "C", "C", "O", "P", "Br", "H", "H", "H", "H", "H", "H"], "coordinates": [[1.479, -0.733, -0.055], [0.519, 0.206, 0.641], [-0.781, 0.310, -0.073], [-2.884, 1.713, -0.790], [-2.428, 1.100, 0.488], [-1.823, -1.417, 0.010], [1.113, -1.752, -0.276], [1.573, -0.190, -1.103], [2.451, -0.802, 0.356], [0.340, -0.004, 1.599], [0.847, 1.235, 0.764], [-0.406, 0.333, -1.561]], "mulliken_charge": [-0.99, -0.45, -0.17, -0.45, 0.23, -0.13, 0.28, 0.25, 0.35, 0.46, 0.33, 0.29], "largest_force_ev_per_a": 4.72, "homo_lumo_gap_ev": 9.350, "homo_ev": -9.63, "relative_energy_kcal_mol": 40.2, "charge": 0}

Record 4
{"formula": "C3H6BrOP", "method": "ωB97M-V/def2-TZVPD", "elements": ["C", "C", "C", "O", "P", "Br", "H", "H", "H", "H", "H", "H"], "coordinates": [[1.548, 0.034, -0.732], [0.056, 0.082, -0.680], [-0.632, -0.145, 0.686], [-3.192, -0.700, 1.387], [-2.495, 0.282, 0.598], [-0.315, 1.089, 2.207], [2.077, -0.113, -1.737], [1.901, 1.002, -0.322], [2.032, -0.670, -0.097], [-0.220, 1.024, -1.031], [-0.388, -0.647, -1.353], [-0.372, -1.240, 1.073]], "mulliken_charge": [-1.16, -0.48, -0.22, -0.41, 0.30, -0.13, 0.30, 0.29, 0.34, 0.39, 0.38, 0.40], "largest_force_ev_per_a": 2.61, "homo_lumo_gap_ev": 8.975, "homo_ev": -9.44, "relative_energy_kcal_mol": 0.0, "charge": 0}

Record 5
{"formula": "C3H6CdO3", "method": "ωB97M-V/def2-TZVPD", "elements": ["C", "O", "C", "C", "O", "H", "H", "H", "H", "H", "Cd", "O", "H"], "coordinates": [[1.285, 1.214, 0.398], [0.422, 0.247, -0.190], [-0.405, -0.504, 0.677], [-0.717, -1.725, -0.085], [-0.627, -1.709, -1.325], [1.735, 1.748, -0.445], [0.740, 1.914, 1.044], [2.011, 0.666, 1.013], [-1.471, 0.228, 0.713], [-0.896, -2.656, 0.474], [-0.344, 0.178, -2.111], [-1.849, 1.167, -1.772], [0.116, -0.768, 1.610]], "mulliken_charge": [-0.62, -0.25, -0.31, 0.17, -0.46, 0.17, 0.31, 0.28, 0.32, 0.35, 0.73, -1.04, 0.36], "largest_force_ev_per_a": 4.46, "homo_lumo_gap_ev": [6.372, 6.373], "homo_ev": [-7.00, -7.00], "relative_energy_kcal_mol": 112.6, "charge": 0}

Record 6
{"formula": "C3H6CdO3", "method": "ωB97M-V/def2-TZVPD", "elements": ["C", "C", "O", "C", "O", "Cd", "H", "H", "H", "H", "H", "O", "H"], "coordinates": [[-1.405, -0.254, 0.698], [-0.235, 0.446, 0.852], [0.837, -0.227, 0.228], [1.860, -0.499, 1.032], [2.710, 0.281, 0.367], [2.162, -0.102, -1.786], [-2.305, 0.204, 1.111], [-1.348, -1.330, 0.514], [-0.015, 0.834, 1.850], [2.167, 1.388, 0.826], [-1.221, -1.094, -1.747], [-1.919, -0.106, -1.746], [-1.288, 0.459, -2.200]], "mulliken_charge": [-0.60, -0.11, -0.03, 0.05, -0.48, 0.70, 0.28, 0.31, 0.36, 0.48, 0.34, -0.61, 0.31], "largest_force_ev_per_a": 6.42, "homo_lumo_gap_ev": [7.608, 6.381], "homo_ev": [-13.13, -13.42], "multiplicity": 2, "relative_energy_kcal_mol": 168.3, "charge": 1}

Record 7
{"formula": "C3H6Cl2N2O2", "method": "ωB97M-V/def2-TZVPD", "elements": ["N", "C", "O", "N", "C", "O", "H", "H", "H", "H", "Cl", "C", "Cl", "H", "H"], "coordinates": [[-1.834, 0.779, 1.269], [-1.787, -0.213, 0.321], [-2.613, -1.077, 0.213], [-0.713, 0.010, -0.543], [-0.366, -0.691, -1.609], [0.564, -0.490, -2.350], [-1.229, 0.987, 2.042], [-2.816, 0.726, 1.801], [-0.241, 0.868, -0.169], [-1.111, -1.494, -1.874], [1.879, -1.155, 1.150], [2.502, 0.042, 0.011], [1.877, 1.762, 0.438], [3.563, 0.253, 0.226], [2.326, -0.306, -0.925]], "mulliken_charge": [-0.50, 0.52, -0.54, 0.04, 0.08, -0.55, 0.25, 0.29, 0.11, 0.31, -0.13, -0.25, -0.22, 0.29, 0.30], "largest_force_ev_per_a": 5.53, "homo_lumo_gap_ev": 10.772, "homo_ev": -10.30, "smiles": "NC(=O)NC=O.ClCCl", "relative_energy_kcal_mol": 0.0, "charge": 0}

Record 8
{"formula": "C3H6Cl2N3S", "method": "ωB97M-V/def2-TZVPD", "elements": ["N", "C", "C", "Cl", "Cl", "N", "C", "N", "S", "H", "H", "H", "H", "H", "H"], "coordinates": [[0.366, 0.867, -1.805], [-0.233, 0.320, -0.335], [-1.148, 1.347, 0.385], [-0.084, 2.746, 0.622], [-1.741, 0.632, 1.908], [0.911, -0.082, 0.446], [1.027, -1.282, 0.889], [0.108, -2.094, 0.399], [-0.947, -1.369, -0.714], [-0.350, 1.322, -2.433], [0.735, 0.018, -2.256], [-2.175, 1.690, 0.024], [1.717, 0.481, 0.550], [1.748, -1.461, 1.757], [0.065, -3.135, 0.562]], "mulliken_charge": [-0.54, -0.08, 0.07, -0.09, -0.11, -0.12, -0.01, -0.11, 0.12, 0.27, 0.32, 0.38, 0.26, 0.36, 0.27], "largest_force_ev_per_a": 4.72, "homo_lumo_gap_ev": 9.421, "homo_ev": -13.42, "smiles": "N[C@]1(C(Cl)Cl)NC=[NH+]S1", "relative_energy_kcal_mol": 12.0, "charge": 1}

Record 9
{"formula": "C3H6Cl2NO2P", "method": "ωB97M-V/def2-TZVPD", "elements": ["C", "P", "O", "Cl", "Cl", "H", "H", "H", "C", "C", "N", "O", "H", "H", "H"], "coordinates": [[0.547, -2.333, 1.609], [-1.189, -1.698, 1.431], [-1.247, -0.272, 1.154], [-2.231, -2.978, 0.224], [-2.074, -2.063, 3.195], [0.556, -3.088, 2.502], [0.678, -2.805, 0.585], [1.015, -1.383, 1.911], [-1.005, 1.649, -1.396], [-0.352, 0.383, -1.680], [0.346, -0.535, -1.580], [0.939, -1.593, -1.485], [-1.935, 1.884, -2.087], [-0.226, 2.306, -1.526], [-1.342, 1.615, -0.216]], "mulliken_charge": [-0.83, 0.83, -0.52, -0.21, -0.24, 0.37, 0.30, 0.27, -0.81, 0.30, 0.44, -0.67, 0.26, 0.28, 0.23], "largest_force_ev_per_a": 4.36, "homo_lumo_gap_ev": 9.943, "homo_ev": -9.42, "smiles": "CP(=O)(Cl)Cl.CC#[N+][O-]", "relative_energy_kcal_mol": 78.0, "charge": 0}

Record 10
{"formula": "C3H6Cl2OSi", "method": "ωB97M-V/def2-TZVPD", "elements": ["C", "C", "C", "O", "Si", "Cl", "Cl", "H", "H", "H", "H", "H", "H"], "coordinates": [[2.221, -0.004, 1.394], [1.010, 0.275, 1.617], [-2.443, -1.739, -1.922], [-1.385, 1.003, 0.091], [0.117, 1.332, 0.159], [1.187, 0.907, -1.575], [0.660, 3.208, 0.777], [2.844, -0.672, 2.174], [2.874, 0.277, 0.463], [0.318, 0.149, 2.464], [-3.011, -1.748, -2.800], [-1.631, -1.098, -1.830], [-2.762, -1.888, -1.011]], "mulliken_charge": [-0.44, -0.25, -0.79, -0.24, 0.74, -0.26, -0.25, 0.19, 0.16, 0.35, 0.30, 0.17, 0.32], "largest_force_ev_per_a": 6.68, "homo_lumo_gap_ev": [11.081, 4.674], "homo_ev": [-10.81, -8.83], "relative_energy_kcal_mol": 112.6, "charge": 0}

Record 11
{"formula": "C3H6Cl2S", "method": "ωB97M-V/def2-TZVPD", "elements": ["S", "C", "C", "Cl", "C", "Cl", "H", "H", "H", "H", "H", "H"], "coordinates": [[0.513, 2.043, 1.681], [0.638, 0.378, 0.856], [-0.124, 0.204, -0.431], [0.990, 0.970, -1.660], [-0.385, -1.286, -0.797], [-1.943, -1.721, 0.010], [-0.445, 2.238, 0.691], [0.247, -0.330, 1.706], [1.659, 0.075, 0.707], [-1.058, 0.706, -0.417], [0.536, -1.823, -0.473], [-0.628, -1.453, -1.872]], "mulliken_charge": [-0.19, -0.60, -0.35, -0.16, -0.54, -0.19, 0.14, 0.31, 0.41, 0.50, 0.32, 0.35], "largest_force_ev_per_a": 3.90, "homo_lumo_gap_ev": 10.112, "homo_ev": -9.28, "smiles": "SC[C@@H](Cl)CCl", "relative_energy_kcal_mol": 9.1, "charge": 0}

Record 12
{"formula": "C3H6Cl3NO", "method": "ωB97M-V/def2-TZVPD", "elements": ["N", "C", "Cl", "C", "Cl", "C", "O", "Cl", "H", "H", "H", "H", "H", "H"], "coordinates": [[0.169, -0.173, -1.834], [-0.253, 0.773, -0.945], [0.485, 2.430, -1.482], [0.399, 0.408, 0.692], [-0.422, 1.444, 1.870], [0.062, -1.047, 0.871], [0.186, -1.406, 2.227], [-1.695, -1.357, 0.456], [-0.336, 0.064, -2.650], [1.079, 0.030, -2.106], [-1.316, 0.876, -0.968], [1.433, 0.627, 0.703], [0.730, -1.647, 0.391], [-0.521, -1.023, 2.774]], "mulliken_charge": [-0.41, -0.49, -0.24, 0.00, -0.15, -0.35, -0.53, -0.17, 0.26, 0.27, 0.51, 0.41, 0.49, 0.40], "largest_force_ev_per_a": 5.17, "homo_lumo_gap_ev": 10.941, "homo_ev": -10.25, "smiles": "N[C@H](Cl)[C@@H](Cl)[C@@H](O)Cl", "charge": 0}

What is the charge in the fifth record? 0

Which formula does entry 11 have? C3H6Cl2S